Molecular formula: CH5N3O2
Method: DFT, ωB97M-V with the def2-TZVPD basis set

Computed properties:
Charge = 0
Relative energy (zero: lowest compared OMol25 entry of this formula, charge and spin) = 123.0 kcal per mole
E_tot = -9677.1357 eV
Kohn-Sham gap = 9.446 eV

```
11
Properties=species:S:1:pos:R:3:forces:R:3
N -0.682383 0.130904 1.768402 0.4 1.7 -6.0
C -0.279027 0.415782 0.396312 -3.3 -4.0 4.3
N -0.944358 -0.204827 -0.873864 1.3 0.6 4.9
O -0.466699 0.108777 -2.081963 3.0 -0.2 -2.1
N 1.034045 0.775202 0.407381 3.3 0.3 0.8
O 1.939809 -0.368111 -0.065648 -4.9 -1.2 1.9
H -1.701972 0.024796 1.802168 0.1 -0.1 -0.1
H -1.962461 -0.350072 -0.901947 0.9 0.5 0.4
H 0.433948 -0.394083 -2.215841 -2.5 1.2 0.6
H 1.386128 0.990874 1.457960 -1.5 -0.8 -3.2
H 1.242970 -1.129242 0.307040 3.2 2.1 -1.4
```
Forces are in eV/Å.


Molecular formula: C2H10N3S
Method: DFT, ωB97M-V with the def2-TZVPD basis set

Computed properties:
Charge = +1
Relative energy (zero: lowest compared OMol25 entry of this formula, charge and spin) = 77.7 kcal per mole
E_tot = -17533.0458 eV
Kohn-Sham gap = 7.936 eV

```
16
Properties=species:S:1:pos:R:3:forces:R:3
C 0.891903 1.944181 -0.046487 1.9 0.5 0.4
C 1.414055 -0.721239 0.055552 3.1 2.6 -0.7
N 1.981087 -1.879949 0.119034 -1.4 -1.7 -0.3
N -1.988716 -0.960175 -0.285555 3.0 3.2 -1.7
N -1.991105 0.276722 0.457205 0.4 0.8 2.6
S 2.374393 0.783402 -0.102545 -2.5 -1.5 0.8
H 0.112161 1.832690 0.705714 0.8 -0.2 0.5
H 0.420547 1.813077 -0.957804 -0.9 -0.2 -2.0
H 1.403106 2.916598 -0.096186 -0.5 -0.2 0.4
H 0.368774 -0.498388 0.003992 -0.9 -0.8 0.6
H 2.932200 -2.156081 -0.079894 0.5 1.0 0.3
H -1.679430 -0.583091 -1.234122 -1.1 -1.6 1.3
H -2.873795 -1.345178 -0.282977 -2.4 -0.9 -0.7
H -2.397186 1.195915 0.199953 -0.3 -1.4 -1.1
H -2.376676 0.110257 1.393003 0.5 -0.2 -0.5
H 1.408681 -2.728748 0.151124 -0.2 0.6 0.1
```
Forces are in eV/Å.


Molecular formula: C42H39N7OPdS3
Method: DFT, ωB97M-V with the def2-TZVPD basis set

Computed properties:
Charge = +2
Relative energy (zero: lowest compared OMol25 entry of this formula, charge and spin) = 35.4 kcal per mole
E_tot = -92631.6630 eV
Kohn-Sham gap (alpha / beta) = 7.298 / 7.278 eV

```
93
Properties=species:S:1:pos:R:3:forces:R:3
Pd -2.891638 -0.683400 -1.130938 -0.2 0.3 -0.1
N -1.833282 1.051737 -1.714447 -0.3 0.4 -0.7
S -0.445748 1.501330 -1.759987 0.6 -0.1 0.6
N 0.325914 1.687870 -0.303533 -0.4 -0.1 0.1
S 1.003583 0.566642 0.530467 0.1 -0.1 -0.2
N 0.596588 -0.905538 0.409579 0.1 0.1 0.1
S -0.600994 -1.945390 0.862742 0.1 0.1 0.0
N -1.845527 -2.025581 0.117873 -0.4 -0.3 0.2
C -0.774433 -1.683683 2.628841 0.1 0.0 -0.1
C 0.313768 -1.761492 3.489440 0.1 0.0 -0.1
C 0.115583 -1.548496 4.841846 0.0 0.0 0.0
C -1.162760 -1.278201 5.324664 0.1 0.0 0.0
C -2.241403 -1.221876 4.457949 0.0 0.0 0.0
C -2.048076 -1.428791 3.098709 -0.1 0.0 0.0
C 0.341099 -3.457111 0.774251 0.0 0.1 0.0
C -0.183233 -4.549592 1.449219 -0.1 0.0 0.1
C 0.451005 -5.775273 1.343722 0.0 0.0 0.0
C 1.586259 -5.905349 0.554746 0.0 0.0 0.0
C 2.087432 -4.810048 -0.135153 0.0 0.0 0.0
C 1.465839 -3.573772 -0.029243 0.0 0.0 -0.1
C 0.933446 1.182754 2.195486 -0.1 0.2 -0.2
C 2.080163 1.321264 2.958152 0.2 -0.1 0.0
C 1.962133 1.782944 4.262274 0.0 0.0 0.0
C 0.716545 2.090999 4.782604 0.0 0.0 0.0
C -0.425140 1.949400 4.001196 0.0 0.0 0.0
C -0.320033 1.503437 2.696974 0.0 0.0 0.0
C 2.733589 0.546367 0.127729 0.0 0.0 0.0
C 3.509449 -0.550272 0.482942 -0.1 -0.1 0.0
C 4.865530 -0.526671 0.204130 0.0 0.0 0.0
C 5.429013 0.579904 -0.418955 0.0 0.0 0.0
C 4.644715 1.672644 -0.757604 -0.1 0.0 0.0
C 3.285666 1.665751 -0.478791 0.0 0.1 0.1
C -0.274240 3.152893 -2.396350 -0.2 0.0 0.1
C -0.537192 3.308783 -3.751465 -0.1 -0.1 -0.1
C -0.544547 4.577499 -4.301668 0.0 0.0 0.0
C -0.314035 5.682754 -3.493362 0.0 0.0 0.1
C -0.072194 5.519005 -2.137279 0.0 0.0 0.0
C -0.051998 4.249489 -1.576319 0.1 -0.1 0.1
C 0.745088 0.560644 -2.730118 -0.1 0.0 0.0
C 1.820069 1.174994 -3.359660 0.0 0.2 0.0
C 2.752240 0.397694 -4.028443 0.0 0.0 0.0
C 2.616622 -0.983281 -4.057607 0.0 0.0 0.0
C 1.540393 -1.589019 -3.423541 0.0 0.0 0.0
C 0.595928 -0.818830 -2.761799 0.0 0.0 0.0
H 1.301357 -1.990785 3.106132 0.0 0.0 0.0
H 0.952553 -1.605783 5.524682 0.0 0.0 0.0
H -1.313415 -1.126247 6.385202 0.0 0.0 0.0
H -3.235463 -1.031720 4.840783 0.0 0.0 0.0
H -2.875692 -1.418255 2.402940 0.0 0.0 0.0
H -1.073295 -4.445040 2.057341 0.0 0.0 0.0
H 0.059910 -6.630797 1.876522 0.0 0.0 0.0
H 2.079864 -6.864109 0.475996 0.0 0.0 0.0
H 2.967582 -4.915124 -0.755366 0.0 0.0 0.0
H 1.845118 -2.717801 -0.572500 0.0 0.0 0.0
H 3.054858 1.083216 2.554457 0.0 0.0 0.0
H 2.850549 1.905788 4.865967 0.0 0.0 0.0
H 0.631760 2.449453 5.799538 0.0 0.0 0.0
H -1.396654 2.190509 4.411073 0.0 0.0 0.0
H -1.196585 1.406322 2.073424 0.0 0.0 0.0
H 3.058088 -1.409200 0.961641 0.0 0.0 0.0
H 5.484602 -1.371154 0.473411 0.0 0.0 0.0
H 6.488468 0.591161 -0.635965 0.0 0.0 0.0
H 5.089687 2.534712 -1.234734 0.0 0.0 0.0
H 2.664961 2.519312 -0.718697 0.0 0.0 0.0
H -0.719901 2.441878 -4.375920 0.0 0.0 0.0
H -0.729392 4.706565 -5.358959 0.0 0.0 0.0
H -0.322841 6.674628 -3.923786 0.0 0.0 0.0
H 0.107013 6.381505 -1.510688 0.0 0.0 0.0
H 0.149127 4.117540 -0.522445 0.0 0.0 0.0
H 1.936819 2.250556 -3.330040 0.0 0.0 0.0
H 3.585781 0.873341 -4.527127 0.0 0.0 0.0
H 3.349217 -1.585148 -4.578209 0.0 0.0 0.0
H 1.431334 -2.665836 -3.441687 0.0 0.0 0.0
H -0.238569 -1.296703 -2.270289 0.0 0.0 0.1
C -5.012621 1.244326 2.668091 0.0 0.0 0.0
C -5.413885 0.025708 2.140566 0.0 0.0 -0.1
C -4.798199 -0.436610 0.994037 -0.1 -0.1 0.0
N -3.835858 0.257964 0.375641 0.5 -0.2 0.4
C -3.450736 1.437197 0.874499 -0.1 0.1 -0.1
C -4.020158 1.961722 2.019655 0.0 0.0 0.0
H -5.476077 1.632378 3.564896 0.0 0.0 0.0
H -6.192062 -0.563627 2.602591 0.0 0.0 0.0
H -5.076118 -1.383547 0.546699 0.1 0.0 0.0
H -2.692231 1.955453 0.303326 0.0 0.0 0.0
H -3.693322 2.925675 2.382975 0.0 0.0 0.0
N -2.370573 -0.179640 -4.347912 -0.1 0.0 -0.4
C -2.317083 -1.461212 -3.967110 -0.1 0.4 0.0
N -2.090463 -2.411048 -4.884501 -0.1 -0.1 0.1
O -2.451481 -1.805978 -2.762960 0.3 -0.4 0.0
H -2.326296 0.087717 -5.315634 0.0 -0.1 0.0
H -2.456825 0.543011 -3.646499 0.1 0.0 0.2
H -2.096840 -2.220280 -5.870700 0.0 0.0 0.0
H -2.167196 -3.367123 -4.579626 0.0 0.0 0.0
```
Forces are in eV/Å.


Molecular formula: Br2O2S
Method: DFT, ωB97M-V with the def2-TZVPD basis set

Computed properties:
Charge = 0
Relative energy (zero: lowest compared OMol25 entry of this formula, charge and spin) = 143.3 kcal per mole
E_tot = -155008.1933 eV
Kohn-Sham gap = 7.287 eV

```
5
Properties=species:S:1:pos:R:3:forces:R:3
O -1.764830 -1.358754 1.159456 1.3 1.1 -0.8
O -0.325946 1.579496 0.224457 -0.9 4.4 0.2
S -0.020292 0.246099 0.084684 -0.8 -5.7 -0.5
Br 0.063494 -0.382947 -2.142688 0.0 0.4 0.9
Br 2.047574 -0.083895 0.674091 0.3 -0.1 0.0
```
Forces are in eV/Å.


relative energy (zero: lowest compared OMol25 entry of this formula, charge and spin) of number 4 (Br2O2S)? 143.3 kcal per mole


What is the formula in the first record? CH5N3O2


Which value of E_tot does entry 2 give? -17533.0458 eV


What is the relative energy (zero: lowest compared OMol25 entry of this formula, charge and spin) in the first record? 123.0 kcal per mole